C4H6O2 | ωB97M-V/def2-TZVPD

- lowest unoccupied orbital energy (eV) = 0.56
- frontier orbital gap (eV) = 9.73
- energy relative to the best compared isomer or geometry (same formula, charge and spin) (kJ/mol) = 270.3
- net charge = 0

The geometry in XYZ format:
```
12
Properties=species:S:1:pos:R:3:forces:R:3:lowdin_charge:R:1
C 1.071 1.009 0.107 1.60 1.36 -1.55 0.08
C 0.892 -0.041 -0.741 -1.48 -0.67 3.92 -0.28
O 1.920 -0.873 -0.972 -0.26 -0.05 -0.51 0.05
C -0.283 -0.608 0.231 -0.25 -1.56 -3.88 -0.42
C -1.603 0.109 0.310 0.08 0.41 0.72 -0.03
O -0.157 -1.773 0.539 0.29 0.41 0.75 0.07
H 2.072 1.297 0.397 0.27 0.11 0.15 0.08
H 0.340 1.795 0.183 -0.50 -0.27 0.39 0.07
H 1.546 -1.764 -1.078 0.11 0.11 0.06 0.12
H -1.603 0.762 1.182 -0.22 0.07 0.00 0.08
H -2.409 -0.617 0.420 0.24 -0.06 0.04 0.09
H -1.787 0.704 -0.577 0.12 0.13 -0.10 0.09
```
Forces are in eV/Å.

C4H6O2 | ωB97M-V/def2-TZVPD

- lowest unoccupied orbital energy (eV) = 0.67
- frontier orbital gap (eV) = 10.35
- energy relative to the best compared isomer or geometry (same formula, charge and spin) (kJ/mol) = 317.0
- net charge = 0

The geometry in XYZ format:
```
12
Properties=species:S:1:pos:R:3:forces:R:3:lowdin_charge:R:1
O 0.774 -1.374 -0.281 -0.09 0.56 0.29 0.09
C 0.490 -0.383 0.344 0.28 -0.46 0.14 -0.47
C 1.044 0.673 1.183 0.29 0.06 0.05 -0.03
C -0.465 0.224 1.269 -0.22 -0.11 0.03 -0.04
H 1.790 0.319 1.891 -0.19 0.19 0.11 0.11
H 1.193 1.692 0.826 -0.08 -0.32 0.00 0.11
H -0.833 -0.436 2.053 0.16 0.21 0.05 0.11
H -1.174 0.996 0.971 0.20 -0.26 -0.12 0.11
C -0.703 -0.437 -2.069 -0.29 0.23 -0.16 -0.18
O -1.810 -0.896 -2.024 0.30 0.16 -0.08 0.01
H 0.150 -0.926 -2.573 -0.19 0.00 -0.03 0.09
H -0.457 0.548 -1.591 -0.15 -0.25 -0.30 0.09
```
Forces are in eV/Å.

C4H6O2 | ωB97M-V/def2-TZVPD

- lowest unoccupied orbital energy (eV) = 0.84
- frontier orbital gap (eV) = 9.79
- energy relative to the best compared isomer or geometry (same formula, charge and spin) (kJ/mol) = 228.6
- net charge = 0

The geometry in XYZ format:
```
12
Properties=species:S:1:pos:R:3:forces:R:3:lowdin_charge:R:1
O 2.209 -0.781 0.861 -0.09 -0.09 0.12 0.01
C 1.825 0.045 -0.146 -0.21 0.10 -0.23 -0.19
C 0.570 0.235 -0.560 0.13 0.02 0.07 -0.05
C -0.637 -0.218 0.173 0.20 0.10 0.15 -0.30
C -1.891 0.526 0.016 -0.14 0.28 0.08 -0.13
O -1.729 -0.753 -0.571 -0.06 -0.18 -0.19 -0.04
H 1.487 -1.402 1.034 0.19 0.11 0.12 0.10
H 2.674 0.576 -0.575 -0.20 -0.27 -0.05 0.12
H 0.405 0.819 -1.460 0.03 0.10 0.21 0.11
H -0.494 -0.706 1.144 0.03 0.08 -0.25 0.14
H -2.603 0.590 0.839 0.12 -0.09 -0.11 0.11
H -1.912 1.365 -0.681 0.00 -0.17 0.08 0.11
```
Forces are in eV/Å.

C4H6O2 | ωB97M-V/def2-TZVPD

- lowest unoccupied orbital energy (eV) = 0.50
- frontier orbital gap (eV) = 10.43
- energy relative to the best compared isomer or geometry (same formula, charge and spin) (kJ/mol) = 182.6
- net charge = 0

The geometry in XYZ format:
```
12
Properties=species:S:1:pos:R:3:forces:R:3:lowdin_charge:R:1
O -1.137 0.177 1.610 0.72 -0.40 -0.61 0.22
C -0.292 -0.215 0.922 -0.39 0.14 0.98 -0.24
C 0.796 -0.641 0.288 0.08 -0.22 0.25 -0.05
C 1.987 -0.685 1.124 0.45 -0.21 -0.08 -0.30
O 3.070 -1.052 0.724 -0.29 0.14 0.21 0.03
H 0.818 -0.935 -0.755 -0.10 0.10 0.30 0.13
H 1.831 -0.338 2.167 0.16 -0.07 -0.06 0.13
C -1.474 0.600 -1.278 -0.14 0.14 -0.30 -0.05
H -1.352 0.545 -2.353 -0.30 0.19 -0.27 0.04
H -2.104 1.429 -0.961 -0.04 0.04 -0.26 0.04
H -1.955 -0.328 -0.948 0.38 0.14 0.04 0.05
H -0.469 0.770 -0.890 -0.52 0.01 -0.19 0.00
```
Forces are in eV/Å.

C4H6O2Pb | ωB97M-V/def2-TZVPD

- ⟨S²⟩ = 0.85
- lowest unoccupied orbital energy (spin up / spin down) (eV) = -5.41 / -5.29
- frontier orbital gap (spin up / spin down) (eV) = 5.67 / 7.30
- energy relative to the best compared isomer or geometry (same formula, charge and spin) (kJ/mol) = 18.6
- multiplicity = 2
- net charge = +1

The geometry in XYZ format:
```
13
Properties=species:S:1:pos:R:3:forces:R:3:lowdin_spin:R:1
C -0.154 -1.147 0.356 -5.53 0.24 1.72 -0.14
O -0.096 -2.369 -0.205 -0.11 0.17 -0.02 -0.04
H 0.342 -1.163 1.329 0.78 0.76 -0.48 0.00
H 0.364 -2.356 -1.053 -0.36 -0.07 -0.19 0.00
C -1.444 -0.206 0.425 4.46 -3.28 -3.08 0.21
C -0.841 1.159 0.235 0.60 1.50 1.92 0.02
H -2.308 -0.421 -0.214 0.24 -0.28 0.15 0.01
H -0.682 1.546 1.257 -0.11 0.77 -0.55 0.01
H -1.434 1.808 -0.427 0.12 -0.11 0.56 0.00
C 0.489 0.890 -0.395 0.20 -1.95 0.21 0.02
O 1.556 0.554 0.224 -1.40 1.96 -0.44 0.05
Pb 3.695 0.846 -0.034 1.15 0.13 -0.05 0.86
H 0.514 0.856 -1.497 -0.05 0.15 0.23 0.00
```
Forces are in eV/Å.

C4H6O2S | ωB97M-V/def2-TZVPD

- lowest unoccupied orbital energy (eV) = 0.67
- frontier orbital gap (eV) = 9.77
- energy relative to the best compared isomer or geometry (same formula, charge and spin) (kJ/mol) = 13.6
- net charge = 0

The geometry in XYZ format:
```
13
Properties=species:S:1:pos:R:3:forces:R:3:lowdin_charge:R:1
C -1.647 -1.239 -0.354 0.85 1.38 -0.90 -0.09
C -0.919 -0.023 0.225 0.53 -1.50 0.39 -0.57
S -0.413 0.049 2.005 0.12 0.14 -1.20 0.86
C 0.555 -0.089 0.434 -0.69 2.64 0.13 -0.43
C 1.415 1.113 -0.034 -3.19 -0.37 0.54 -0.57
O 0.989 2.123 -0.533 -0.44 -0.01 -0.21 0.11
O 2.676 0.932 0.159 2.00 -1.13 0.35 0.15
H -1.454 -1.149 -1.443 0.12 -0.49 0.40 0.09
H -1.338 -2.202 0.026 0.02 -0.11 0.16 0.08
H -2.698 -1.061 -0.297 -0.81 -0.27 0.49 0.06
H -1.314 0.876 -0.198 0.13 0.71 0.14 0.10
H 1.074 -0.984 0.335 0.60 -1.63 -0.18 0.09
H 3.072 1.654 -0.325 0.77 0.64 -0.09 0.13
```
Forces are in eV/Å.

C4H6O2S | ωB97M-V/def2-TZVPD

- lowest unoccupied orbital energy (spin up / spin down) (eV) = -0.23 / -0.31
- frontier orbital gap (spin up / spin down) (eV) = 7.36 / 7.61
- energy relative to the best compared isomer or geometry (same formula, charge and spin) (kJ/mol) = 489.3
- net charge = 0

The geometry in XYZ format:
```
13
Properties=species:S:1:pos:R:3:forces:R:3:lowdin_charge:R:1
C 0.929 -1.731 -0.428 -1.06 0.47 0.55 0.08
C 0.585 -0.516 0.195 2.26 -2.59 -3.10 -0.40
C -0.240 -0.602 1.266 -2.56 1.38 2.25 -0.13
C 1.172 0.796 -0.274 2.33 0.16 3.23 -0.06
O -1.246 -0.141 1.739 2.30 -1.61 0.68 -0.08
O -1.771 0.698 -0.860 0.30 -0.20 -0.25 -0.64
S -2.728 0.711 0.277 -1.51 1.92 -0.78 0.85
H 1.393 -1.785 -1.438 -0.21 0.32 1.03 0.08
H 0.533 -2.703 -0.024 0.46 1.17 -0.40 0.08
H 2.280 0.626 -0.427 -1.03 0.18 0.41 0.09
H 1.104 1.591 0.612 -0.28 -1.28 -2.58 0.14
H 0.820 0.955 -1.248 -1.11 1.20 -0.99 0.05
H -2.832 2.100 0.610 0.10 -1.11 -0.05 -0.06
```
Forces are in eV/Å.

C4H6O2S | ωB97M-V/def2-TZVPD

- lowest unoccupied orbital energy (eV) = 0.29
- frontier orbital gap (eV) = 9.08
- energy relative to the best compared isomer or geometry (same formula, charge and spin) (kJ/mol) = 141.1
- net charge = 0

The geometry in XYZ format:
```
13
Properties=species:S:1:pos:R:3:forces:R:3:lowdin_charge:R:1
C -1.463 -1.353 0.116 0.03 -1.57 0.92 -0.44
S -2.172 0.334 -0.076 1.50 0.76 -0.21 0.79
C -0.737 1.525 -0.196 -0.27 -1.83 0.78 -0.34
C 0.628 1.399 -0.194 -1.60 -1.27 0.63 -0.07
C 1.435 0.148 -0.192 -4.03 -2.27 -2.52 -0.52
O 0.945 -0.894 -0.700 1.61 2.25 0.57 -0.03
O 2.623 0.054 0.309 1.41 0.70 0.98 0.15
H -0.847 -1.538 -0.835 -1.13 -0.18 2.06 0.04
H -2.231 -2.217 0.363 0.74 2.22 -1.12 0.07
H -0.888 -1.405 1.111 -0.21 0.35 -1.85 0.05
H -1.119 2.546 -0.011 0.07 -0.74 -0.39 0.06
H 1.035 2.297 0.126 1.45 1.51 0.10 0.07
H 2.791 -0.896 0.178 0.43 0.07 0.08 0.14
```
Forces are in eV/Å.

C4H6O2Tl | ωB97M-V/def2-TZVPD

- ⟨S²⟩ = 0.76
- lowest unoccupied orbital energy (spin up / spin down) (eV) = 0.21 / -0.39
- frontier orbital gap (spin up / spin down) (eV) = 8.92 / 7.87
- energy relative to the best compared isomer or geometry (same formula, charge and spin) (kJ/mol) = 0.0
- multiplicity = 2
- net charge = 0

The geometry in XYZ format:
```
13
Properties=species:S:1:pos:R:3:forces:R:3:lowdin_spin:R:1
O -2.357 1.132 -0.096 -0.39 -0.16 -0.11 0.00
C -1.001 0.771 -0.022 0.19 0.24 0.27 0.00
C -0.924 -0.753 0.010 -0.27 -0.14 -0.04 0.00
C 0.456 -1.234 0.101 1.30 -0.36 -0.55 0.01
C 1.628 -1.571 0.043 -1.39 -0.38 1.03 0.01
H -2.435 2.088 -0.155 0.05 -0.01 0.02 0.00
H -0.545 1.183 0.899 -0.17 -0.15 -0.44 0.00
H -0.446 1.152 -0.899 -0.06 -0.09 0.25 0.00
H -1.392 -1.156 -0.900 0.11 0.07 0.24 0.00
H -1.498 -1.126 0.871 0.13 0.10 -0.23 0.00
H 2.559 -1.999 0.383 -0.15 0.27 -0.66 0.00
O 3.811 0.432 -0.712 0.33 -0.29 -0.25 0.98
Tl 2.145 1.081 0.477 0.33 0.90 0.46 0.00
```
Forces are in eV/Å.

- The highest energy relative to the best compared isomer or geometry (same formula, charge and spin) belongs to which entry?
  number 7

- What is the formula in the ninth record?
  C4H6O2Tl